Record 1
{"formula": "C32H45Cl2GdN2PS", "method": "ωB97M-V/def2-TZVPD", "symbols": ["Gd", "Cl", "Cl", "S", "P", "N", "N", "C", "C", "C", "C", "C", "C", "C", "C", "C", "C", "C", "C", "C", "C", "C", "C", "C", "C", "C", "C", "C", "C", "C", "C", "C", "C", "C", "C", "C", "C", "C", "C", "H", "H", "H", "H", "H", "H", "H", "H", "H", "H", "H", "H", "H", "H", "H", "H", "H", "H", "H", "H", "H", "H", "H", "H", "H", "H", "H", "H", "H", "H", "H", "H", "H", "H", "H", "H", "H", "H", "H", "H", "H", "H", "H", "H", "H"], "xyz": [[-1.488807, 0.309292, 2.242975], [1.041035, 0.298053, 2.441183], [-2.804020, 0.660354, 0.140958], [-2.242557, 3.705038, 5.717958], [1.036923, 0.529924, -1.194266], [-0.387715, 3.149648, 3.806229], [-2.323007, 1.800659, 3.930792], [2.073120, 2.006177, -1.667962], [1.806809, -2.091307, -0.526402], [-1.118507, -0.837663, -5.267962], [3.750373, -3.396367, -1.540969], [1.968530, 4.484704, -2.261266], [-4.792448, 2.673110, 6.454978], [-0.324286, 0.473173, -5.264863], [3.939902, 3.578335, -0.943017], [-5.789934, 1.702477, 6.260284], [1.163777, 3.221296, -1.925432], [-2.286067, -5.251184, 3.254993], [3.042773, 4.790434, -1.212171], [-4.488212, 0.655912, 4.495561], [2.938311, -3.099680, -0.275175], [-2.132354, -3.061301, 1.511048], [-2.193907, -1.500732, 3.441755], [-3.512020, 1.653382, 4.679751], [-2.058026, -4.350963, 1.007634], [-5.640577, 0.689773, 5.299268], [-1.574351, 2.806887, 4.386662], [3.144679, 2.307441, -0.606607], [-2.347340, -3.971872, 3.781244], [2.359493, -0.814911, -1.183334], [-3.648211, 2.639170, 5.671009], [-0.668382, -1.085311, -2.773762], [-1.718234, -1.154187, -3.894256], [0.045362, 0.274354, -2.785351], [0.717781, 0.536491, -4.139618], [-2.234026, -2.816586, 2.937293], [4.215763, -2.120075, -2.251003], [-2.139187, -5.460249, 1.868767], [3.063617, -1.134373, -2.501235], [3.455985, -0.223569, -2.978292], [-6.416773, -0.073812, 5.168745], [0.067586, -1.891579, -2.921114], [-1.918619, -0.778480, -6.014433], [-1.024954, 1.308826, -5.130814], [2.583172, 1.722456, -2.606489], [1.049485, -2.545629, -1.183025], [-2.349964, -6.116294, 3.917709], [-2.466595, -3.806709, 4.852253], [1.210230, 1.518146, -4.158853], [0.458057, 3.017093, -2.743610], [1.501609, -0.209268, -4.327216], [-2.508917, -0.425143, -3.669067], [-0.727649, 1.055105, -2.641430], [2.348716, -1.588018, -3.203848], [0.067669, 3.900941, 4.308191], [2.518848, -4.026687, 0.132955], [2.554046, 5.090960, -0.276370], [-2.180741, -2.147987, -3.900399], [-2.093938, -6.474542, 1.468445], [1.311498, -1.836825, 0.421926], [2.660044, 2.413657, 0.376057], [-6.696454, 1.731055, 6.864539], [4.698610, -2.369993, -3.203511], [4.632673, 3.795494, -0.122419], [4.547048, 3.383431, -1.837573], [3.653432, 5.638868, -1.540616], [3.610025, -2.684049, 0.488753], [-0.460879, -1.662408, -5.573399], [-4.888844, 3.458005, 7.195556], [2.453196, 4.351431, -3.238372], [3.848004, 1.467561, -0.519475], [0.556729, 3.403541, -1.025498], [3.116399, -0.393102, -0.497785], [0.241831, 2.399227, 3.480056], [-4.300127, -0.153364, 3.775855], [0.172299, 0.617854, -6.231950], [1.281112, 5.333037, -2.355477], [-1.156387, -1.249959, -1.801538], [4.620798, -4.011078, -1.284533], [4.968734, -1.619361, -1.626989], [3.136457, -3.990999, -2.230333], [-1.936016, -4.513863, -0.066729], [-2.137338, -2.198828, 0.831726], [-2.456169, -1.414466, 4.512699]], "atomic_forces_ev_per_a": [[-0.35, -1.52, 0.49], [1.20, 0.37, 0.41], [-0.70, 0.20, -1.08], [-0.50, -0.42, -0.15], [-0.02, -0.37, -0.24], [0.03, 0.24, 0.69], [0.48, 1.39, 1.37], [0.07, -0.32, -0.36], [0.17, -0.05, 0.01], [0.07, -0.02, 0.08], [-0.11, 0.03, -0.03], [0.02, -0.12, 0.02], [-0.34, -0.18, 0.03], [0.01, 0.06, 0.06], [-0.10, -0.11, -0.07], [0.30, 0.20, -0.03], [0.19, 0.05, 0.11], [-0.05, 0.18, -0.50], [-0.11, -0.13, 0.06], [-0.18, 0.18, 0.29], [-0.07, 0.12, 0.01], [0.07, -0.38, 0.52], [-0.40, 0.20, 0.22], [0.48, 0.21, -0.12], [-0.04, 0.04, 0.39], [0.70, 0.31, -0.24], [-0.94, -1.62, -1.15], [-0.11, 0.19, -0.01], [0.00, 0.01, -0.41], [-0.38, 0.41, 0.09], [-0.46, -0.39, -0.10], [-0.13, 0.07, -0.14], [0.09, 0.11, 0.14], [0.25, 0.35, 0.45], [-0.11, -0.16, -0.10], [0.16, 0.15, -0.77], [-0.05, 0.07, -0.02], [0.08, -0.16, 0.09], [0.17, -0.25, 0.07], [-0.10, -0.20, 0.09], [0.39, 0.36, 0.07], [-0.14, 0.17, 0.02], [0.09, -0.05, 0.02], [0.05, -0.05, -0.04], [0.01, 0.37, 0.18], [0.15, 0.07, 0.19], [-0.02, 0.18, -0.10], [0.08, -0.10, -0.17], [-0.12, -0.19, 0.00], [0.15, 0.00, 0.23], [-0.21, 0.17, -0.01], [0.07, -0.12, 0.00], [0.05, -0.30, -0.13], [0.17, 0.04, 0.18], [0.27, -0.20, -0.31], [0.11, 0.11, -0.02], [0.02, -0.03, -0.05], [-0.01, 0.14, -0.03], [0.01, 0.26, 0.10], [0.10, -0.09, -0.26], [0.06, -0.02, -0.14], [0.27, 0.06, -0.08], [0.02, -0.01, 0.11], [-0.01, 0.02, -0.11], [-0.02, 0.02, 0.06], [-0.06, -0.04, 0.06], [-0.09, -0.04, -0.04], [0.00, 0.06, 0.03], [-0.21, -0.12, 0.07], [-0.04, 0.00, 0.06], [-0.20, 0.20, -0.01], [0.07, -0.05, -0.11], [-0.21, -0.21, -0.06], [-0.31, 0.19, 0.04], [-0.05, 0.37, 0.21], [-0.11, 0.01, 0.04], [0.11, -0.03, -0.04], [0.15, 0.03, -0.20], [-0.08, 0.01, -0.06], [-0.03, -0.04, -0.06], [0.02, 0.07, 0.02], [-0.11, 0.07, 0.25], [0.03, -0.32, 0.15], [0.33, 0.28, -0.28]], "e_lumo_ev": [1.928, 1.928], "multiplicity": 8, "s_squared": 16.083, "orbital_gap_ha": [0.1518, 0.1467], "total_charge": -1, "e_tot_ev": -102903.0340}

=====

Record 2
{"formula": "C32H45N7O5P2S3W", "method": "ωB97M-V/def2-TZVPD", "symbols": ["W", "S", "S", "S", "P", "P", "O", "O", "O", "O", "O", "N", "N", "N", "N", "N", "N", "N", "C", "C", "C", "C", "C", "C", "C", "C", "C", "C", "C", "C", "C", "C", "C", "C", "C", "C", "C", "C", "C", "C", "C", "C", "C", "C", "C", "C", "C", "C", "C", "C", "H", "H", "H", "H", "H", "H", "H", "H", "H", "H", "H", "H", "H", "H", "H", "H", "H", "H", "H", "H", "H", "H", "H", "H", "H", "H", "H", "H", "H", "H", "H", "H", "H", "H", "H", "H", "H", "H", "H", "H", "H", "H", "H", "H", "H"], "xyz": [[-1.502405, 0.382643, -0.405048], [-1.172116, 2.670530, 0.633825], [-0.834357, 4.977586, -1.254673], [-1.869456, 2.264672, -2.021278], [2.062953, 1.014280, -1.410325], [1.824398, 1.032042, 1.453822], [-5.571292, 0.679207, 0.395505], [0.485275, 0.431683, 1.281362], [2.661292, 1.077805, 0.086660], [0.605287, 0.771809, -1.451183], [-0.418597, -1.156345, -3.730112], [1.982246, 2.570983, 2.002030], [-3.306147, 0.262995, 0.670255], [2.966809, -0.213889, -2.017974], [-2.981522, -0.186687, -1.709127], [2.755441, 0.059656, 2.415333], [-0.886410, -1.488703, -1.445848], [2.440360, 2.462438, -2.066384], [-2.567708, -0.701305, -2.858931], [-3.999474, -1.682438, 1.959237], [-4.284326, -2.414915, 0.673565], [-1.138894, -1.153426, -2.753895], [2.785984, -0.427674, -3.462742], [0.234852, -2.240813, -1.015140], [-4.229204, -2.329356, 3.166759], [1.218295, 2.878644, 3.229709], [-3.538301, -0.383589, 4.367115], [-4.232580, 0.186092, -1.501724], [4.150294, 0.447828, 2.624711], [0.359155, -2.345952, 0.385321], [-4.000454, -1.687008, 4.372872], [-3.297740, 0.299210, 3.174726], [-5.157373, 0.088362, -2.512286], [1.497111, -2.892211, 0.953052], [2.264354, -3.526746, -1.199062], [2.146003, 3.707749, 1.081264], [-3.525281, -0.358685, 1.963233], [1.637639, 2.996975, -3.175254], [-1.276565, 3.439648, -0.897964], [-4.466239, 0.466940, -0.044222], [-4.734635, -0.381474, -3.749529], [-3.422087, -0.794318, -3.932296], [4.319423, -0.521117, -1.549454], [0.852746, -3.474690, -3.222143], [1.121240, -3.006230, -1.811239], [3.846415, 2.865848, -2.086821], [2.138617, -0.534849, 3.604246], [-2.817653, 1.721836, 3.236543], [-0.811605, -2.031936, 1.283091], [2.501549, -3.422890, 0.158099], [0.991737, 1.967305, 3.786789], [-1.643849, -2.690150, 1.047359], [-2.976603, 2.131020, 4.235227], [1.739935, -0.306678, -3.739269], [1.814659, 3.528058, 3.873445], [3.907860, 3.950044, -1.981096], [-5.437297, -0.445993, -4.570389], [4.724942, -0.439962, 2.894697], [-6.181367, 0.377962, -2.317457], [4.252977, 1.188629, 3.426770], [2.967319, -4.072299, -1.822755], [0.651597, 2.537906, -3.184322], [-4.345121, -3.488299, 0.855270], [3.127104, 3.671141, 0.606096], [1.503601, 4.069283, -3.048687], [-1.217273, -1.018960, 1.259648], [2.131727, 2.805800, -4.134681], [4.398264, -0.379683, -0.476410], [4.396597, 2.415143, -1.260801], [-5.242389, -2.096094, 0.246684], [-4.196559, -2.194399, 5.311426], [-3.067526, -1.200848, -4.870597], [2.649658, -1.468538, 3.845868], [-3.513151, -2.240532, -0.075810], [3.414279, -3.811961, 0.595766], [4.333342, 2.587388, -3.027294], [2.090422, 4.621459, 1.672091], [5.082289, 0.081477, -2.054788], [0.274078, 3.368811, 2.994937], [1.570608, -2.943616, 2.034229], [0.762831, -2.674218, -3.947636], [-0.090322, -4.033435, -3.250015], [-1.750427, 1.779864, 3.020564], [1.371463, 3.761099, 0.316649], [-0.539469, -2.178539, 2.325881], [3.412794, 0.251719, -4.056869], [1.646707, -4.153657, -3.533870], [4.521139, -1.572280, -1.761873], [-3.331113, 2.349104, 2.510940], [1.089068, -0.753306, 3.411387], [-3.372710, 0.136577, 5.305762], [-4.596097, -3.351325, 3.156764], [2.212733, 0.124929, 4.477405], [3.068518, -1.455957, -3.699437], [4.577711, 0.865791, 1.714724]], "atomic_forces_ev_per_a": [[1.41, 1.30, 0.00], [-0.07, -0.05, -0.08], [-0.10, 0.00, -0.03], [-0.09, -0.46, 0.30], [-0.04, -0.38, 0.32], [0.33, -0.26, 0.23], [-0.43, 0.04, 0.14], [-0.49, -0.08, 0.13], [-0.06, 0.30, -0.10], [-0.19, -0.02, 0.09], [0.06, 0.23, -0.39], [-0.33, 0.21, 0.05], [-0.11, -0.21, 0.25], [0.30, 0.05, -0.26], [-0.26, -0.31, -0.60], [-0.04, 0.13, 0.23], [0.02, 0.03, -0.17], [0.08, 0.10, -0.26], [0.16, 0.03, 0.04], [-0.02, -0.02, -0.05], [-0.14, 0.04, 0.03], [-0.07, -0.35, 0.33], [0.11, -0.06, 0.17], [-0.07, -0.05, -0.14], [0.01, -0.04, 0.02], [0.29, -0.06, -0.15], [0.03, 0.02, 0.00], [-0.09, 0.01, 0.31], [-0.15, -0.03, 0.07], [-0.05, 0.14, 0.14], [-0.01, 0.01, 0.03], [0.03, 0.07, -0.01], [-0.36, 0.11, -0.07], [0.03, -0.06, 0.05], [0.05, 0.00, -0.02], [0.06, 0.02, 0.10], [-0.04, 0.15, -0.09], [0.06, 0.00, 0.07], [0.23, 0.06, 0.03], [0.36, -0.09, 0.02], [-0.11, 0.02, -0.05], [0.01, -0.14, -0.23], [-0.21, -0.14, -0.10], [0.03, -0.06, 0.04], [-0.06, 0.02, -0.08], [-0.21, 0.03, -0.03], [0.04, -0.08, -0.18], [-0.07, -0.09, 0.03], [0.17, -0.29, -0.26], [-0.01, 0.05, 0.00], [0.04, 0.00, -0.07], [-0.05, -0.11, 0.01], [-0.02, -0.02, -0.03], [-0.04, 0.02, 0.04], [0.00, 0.00, -0.03], [-0.01, 0.02, 0.00], [0.00, 0.00, 0.02], [-0.01, 0.00, -0.01], [0.03, -0.02, -0.01], [-0.01, -0.01, -0.03], [-0.05, 0.04, 0.04], [0.02, 0.00, 0.06], [-0.01, 0.02, 0.00], [-0.04, -0.03, 0.02], [0.02, 0.07, 0.03], [0.05, 0.09, 0.17], [0.00, -0.02, 0.04], [-0.03, 0.00, 0.02], [-0.05, 0.00, 0.00], [0.09, -0.01, 0.03], [0.04, 0.03, -0.07], [0.00, 0.05, 0.06], [0.01, -0.02, -0.02], [0.05, 0.01, -0.05], [-0.09, -0.04, -0.02], [0.00, -0.03, -0.01], [0.03, -0.02, 0.00], [-0.01, 0.04, -0.02], [-0.04, 0.02, -0.07], [0.02, 0.05, -0.05], [0.09, -0.10, 0.03], [0.06, 0.07, -0.03], [0.04, 0.01, 0.00], [-0.05, 0.00, 0.01], [-0.02, 0.04, 0.08], [-0.03, -0.04, 0.05], [-0.02, -0.07, 0.07], [-0.02, -0.01, 0.00], [0.02, 0.01, -0.03], [0.05, 0.03, -0.02], [-0.01, -0.03, -0.07], [0.03, 0.08, -0.01], [0.02, 0.00, -0.04], [-0.02, 0.04, 0.03], [-0.05, -0.01, -0.01]], "e_lumo_ev": [-0.066, -0.721], "multiplicity": 3, "s_squared": 2.026, "orbital_gap_ha": [0.2581, 0.2534], "relative_energy_kcal_mol": 56.4, "e_tot_ev": -107498.4459}